(1)
DFT (ωB97M-V/def2-TZVPD) results for a cluster of 2 separate species, C5H10O2 in total.

Geometry as XYZ:
```
17
Properties=species:S:1:pos:R:3:nbo_charge:R:1
C 2.095 -0.040 -0.519 -0.644
C 1.029 -0.263 0.511 -0.107
O -0.097 1.654 -0.400 -0.681
C -1.245 1.106 -0.392 -0.006
C -1.590 0.288 0.759 -0.313
C -0.024 -1.132 0.427 0.049
O -0.395 -1.752 -0.741 -0.695
H 2.330 1.022 -0.612 0.247
H 1.815 -0.408 -1.511 0.200
H 3.006 -0.576 -0.217 0.217
H 1.229 0.141 1.500 0.212
H -1.745 0.784 -1.329 0.145
H -2.145 1.671 0.223 0.247
H -1.239 0.658 1.719 0.212
H -2.508 -0.301 0.761 0.224
H -0.420 -1.649 1.298 0.215
H -0.096 -1.203 -1.479 0.478
```

The calculation puts the energy at -9437.6074 eV. Its total charge is 0. The energy relative to the best compared isomer or geometry (same formula, charge and spin) comes out at 524.46 kJ/mol. The HOMO-LUMO gap comes out at 8.934 eV. Its multiplicity is 1.

---

(2)
DFT (ωB97M-V/def2-TZVPD) results for an isolated molecule of C5H10O2.

Geometry as XYZ:
```
17
Properties=species:S:1:pos:R:3:nbo_charge:R:1
C 1.968 -0.159 -0.651 -0.617
C 0.799 0.336 0.178 0.062
O 0.026 1.238 -0.605 -0.529
C -1.237 1.325 0.030 -0.073
C -1.582 -0.116 0.384 -0.457
C -0.201 -0.768 0.633 0.073
O -0.100 -1.974 -0.090 -0.701
H 2.466 0.689 -1.129 0.224
H 1.640 -0.846 -1.436 0.204
H 2.689 -0.695 -0.027 0.218
H 1.176 0.871 1.071 0.165
H -1.938 1.788 -0.668 0.196
H -1.177 1.946 0.937 0.159
H -2.281 -0.228 1.214 0.222
H -2.033 -0.609 -0.490 0.209
H 0.005 -1.058 1.669 0.187
H -0.220 -1.739 -1.019 0.458
```

The calculation puts the energy at -9441.6995 eV. Its total charge is 0. The energy relative to the best compared isomer or geometry (same formula, charge and spin) comes out at 129.63 kJ/mol. The HOMO-LUMO gap comes out at 10.727 eV. Its multiplicity is 1.

---

(3)
DFT (ωB97M-V/def2-TZVPD) results for a cluster of 2 separate species, C5H10O2 in total.

Geometry as XYZ:
```
17
Properties=species:S:1:pos:R:3:nbo_charge:R:1
O 2.101 0.724 -1.310 -0.515
C 1.025 1.272 -1.366 0.449
C 0.062 1.384 -0.213 -0.533
C -1.266 0.706 -0.538 -0.058
O -2.051 0.750 0.638 -0.717
H 0.684 1.727 -2.321 0.104
H 0.506 0.930 0.676 0.233
H -0.126 2.445 -0.002 0.233
H -1.080 -0.331 -0.853 0.175
H -1.764 1.231 -1.368 0.162
H -2.847 0.228 0.485 0.474
C 0.194 -1.867 1.318 -0.412
C 1.392 -1.812 0.744 -0.388
H -0.408 -0.978 1.507 0.199
H -0.241 -2.815 1.625 0.192
H 1.971 -2.715 0.560 0.193
H 1.847 -0.880 0.416 0.210
```

The calculation puts the energy at -9440.4974 eV. Its total charge is 0. The energy relative to the best compared isomer or geometry (same formula, charge and spin) comes out at 245.61 kJ/mol. The HOMO-LUMO gap comes out at 10.738 eV. Its multiplicity is 1.

---

(4)
DFT (ωB97M-V/def2-TZVPD) results for a cluster of 2 separate species, C5H10O2 in total in a non-equilibrium geometry.

Geometry as XYZ:
```
17
Properties=species:S:1:pos:R:3:nbo_charge:R:1
O -1.488 -1.773 1.119 -0.724
C -1.008 -1.246 -0.104 -0.047
C -0.739 0.231 0.107 -0.307
C 0.370 0.519 1.144 -0.477
C 0.918 1.808 0.627 0.097
O 0.617 1.917 -0.634 -0.358
C -0.192 0.956 -1.094 0.015
H -1.604 -2.724 1.011 0.471
H -0.071 -1.733 -0.417 0.164
H -1.744 -1.381 -0.913 0.163
H -1.682 0.710 0.441 0.209
H 0.017 0.549 2.176 0.239
H 1.147 -0.267 1.072 0.211
H 2.581 -0.773 -1.798 -0.015
H 1.732 2.425 0.983 0.184
H 1.896 -0.473 -1.744 -0.004
H -0.751 1.255 -1.974 0.179
```

The calculation puts the energy at -9437.8337 eV. Its total charge is 0. The energy relative to the best compared isomer or geometry (same formula, charge and spin) comes out at 502.62 kJ/mol. The HOMO-LUMO gap (spin up / spin down) comes out at 7.920 / 8.308 eV. Its multiplicity is 1.

---

(5)
DFT (ωB97M-V/def2-TZVPD) results for an isolated molecule of C5H10O2.

Geometry as XYZ:
```
17
Properties=species:S:1:pos:R:3:nbo_charge:R:1
C 2.211 0.451 -0.507 -0.623
C 1.074 -0.523 -0.267 0.072
C 0.234 -0.138 0.948 -0.120
O -0.872 -1.077 1.003 -0.493
C -2.085 -0.889 0.545 0.291
C -2.387 0.500 0.058 -0.812
O 0.271 -0.527 -1.431 -0.716
H 2.786 0.137 -1.382 0.229
H 2.880 0.494 0.359 0.213
H 1.813 1.452 -0.702 0.213
H 1.477 -1.531 -0.083 0.168
H -0.112 0.896 0.898 0.189
H 0.788 -0.285 1.879 0.203
H -0.390 -1.228 -1.320 0.475
H -1.606 1.040 -0.494 0.227
H -3.295 0.453 -0.549 0.237
H -2.640 1.064 0.972 0.246
```

The calculation puts the energy at -9439.0532 eV. Its total charge is 0. The energy relative to the best compared isomer or geometry (same formula, charge and spin) comes out at 384.96 kJ/mol. The HOMO-LUMO gap comes out at 9.076 eV. Its multiplicity is 1.

---

(6)
DFT (ωB97M-V/def2-TZVPD) results for a cluster of 2 separate species, C5H10O2 in total in a non-equilibrium geometry.

Geometry as XYZ:
```
17
Properties=species:S:1:pos:R:3:nbo_charge:R:1
C 1.197 0.725 2.742 -0.651
C 0.737 0.332 1.374 -0.143
C -0.280 0.863 0.699 -0.231
C -0.685 0.412 -0.646 -0.343
C 0.025 0.777 -1.709 0.170
O -0.222 0.443 -3.006 -0.675
H 1.713 -0.133 3.184 0.215
H 1.910 1.540 2.683 0.221
H 0.378 0.987 3.411 0.215
H 1.331 -0.364 0.797 0.200
H -0.879 1.609 1.220 0.190
H -1.488 -0.305 -0.812 0.176
H 0.857 1.460 -1.619 0.181
H -0.979 -0.151 -3.045 0.472
O -0.567 -2.646 0.220 -0.945
H -0.756 -3.375 0.831 0.476
H -1.371 -2.315 -0.186 0.471
```

The calculation puts the energy at -9440.5483 eV. Its total charge is 0. The energy relative to the best compared isomer or geometry (same formula, charge and spin) comes out at 240.71 kJ/mol. The HOMO-LUMO gap comes out at 9.377 eV. Its multiplicity is 1.

---

(7)
DFT (ωB97M-V/def2-TZVPD) results for an isolated molecule of C5H10O2.

Geometry as XYZ:
```
17
Properties=species:S:1:pos:R:3:nbo_charge:R:1
C -2.249 -0.563 0.113 -0.630
C -1.058 0.349 -0.172 0.074
O -1.015 1.460 0.691 -0.718
C 0.269 -0.444 -0.099 0.092
C 1.463 0.021 -0.945 -0.456
C 2.162 0.219 0.405 -0.052
O 0.977 -0.172 1.131 -0.551
H -3.170 0.024 0.172 0.222
H -2.359 -1.308 -0.685 0.205
H -2.119 -1.100 1.061 0.206
H -1.149 0.751 -1.190 0.167
H -0.437 1.189 1.424 0.483
H 0.065 -1.517 -0.185 0.176
H 1.885 -0.745 -1.600 0.213
H 1.299 0.936 -1.519 0.215
H 2.475 1.241 0.645 0.180
H 2.987 -0.472 0.610 0.175
```

The calculation puts the energy at -9440.9523 eV. Its total charge is 0. The energy relative to the best compared isomer or geometry (same formula, charge and spin) comes out at 201.72 kJ/mol. The HOMO-LUMO gap comes out at 11.064 eV. Its multiplicity is 1.

---

(8)
DFT (ωB97M-V/def2-TZVPD) results for an isolated molecule of C5H10O2 in a non-equilibrium geometry.

Geometry as XYZ:
```
17
Properties=species:S:1:pos:R:3:nbo_charge:R:1
C -1.219 -1.795 -0.377 -0.630
C -0.647 -0.533 0.315 0.069
O 0.537 -0.555 1.174 -0.569
C 1.140 0.881 1.152 -0.084
C 0.379 1.600 0.048 -0.466
C -0.079 0.416 -0.771 0.073
O 1.058 -0.237 -1.316 -0.726
H -1.625 -2.611 0.231 0.220
H -0.529 -2.216 -1.111 0.225
H -2.078 -1.408 -0.949 0.217
H -1.451 -0.117 0.940 0.175
H 2.203 0.760 0.911 0.194
H 1.093 1.433 2.110 0.195
H -0.472 2.173 0.439 0.207
H 0.975 2.229 -0.613 0.231
H -0.684 0.732 -1.622 0.192
H 1.399 -0.753 -0.562 0.478
```

The calculation puts the energy at -9440.9940 eV. Its total charge is 0. The energy relative to the best compared isomer or geometry (same formula, charge and spin) comes out at 197.70 kJ/mol. The HOMO-LUMO gap comes out at 10.981 eV. Its multiplicity is 1.

---

(9)
DFT (ωB97M-V/def2-TZVPD) results for a cluster of 2 separate species, C5H10O2 in total in a non-equilibrium geometry.

Geometry as XYZ:
```
17
Properties=species:S:1:pos:R:3:nbo_charge:R:1
C -2.772 -1.302 -0.308 -0.379
C -1.527 -1.067 0.135 -0.227
C -0.738 -0.096 -0.614 -0.180
C 0.464 0.320 -0.070 -0.236
C 1.216 1.208 -0.958 -0.103
O 0.661 2.511 -0.779 -0.724
H -3.389 -1.054 -1.205 0.206
H -3.432 -1.842 0.288 0.183
H -1.119 -1.358 1.124 0.220
H -1.086 0.181 -1.589 0.204
H 0.696 0.066 0.870 0.206
H 1.267 0.738 -1.998 0.197
H 2.236 1.405 -0.429 0.155
H 1.242 2.989 -0.095 0.472
O 1.772 -1.577 2.106 -0.914
H 1.660 -1.755 1.215 0.462
H 2.601 -1.210 2.090 0.458
```

The calculation puts the energy at -9438.8597 eV. Its total charge is 0. The energy relative to the best compared isomer or geometry (same formula, charge and spin) comes out at 403.63 kJ/mol. The HOMO-LUMO gap comes out at 9.042 eV. Its multiplicity is 1.

---

(10)
DFT (ωB97M-V/def2-TZVPD) results for an isolated molecule of C5H10O2.

Geometry as XYZ:
```
17
Properties=species:S:1:pos:R:3:nbo_charge:R:1
C 1.479 -1.515 0.295 -0.276
O 1.108 -0.189 0.647 -0.514
C 0.879 0.705 -0.596 -0.157
C -0.456 0.442 -1.101 -0.527
C -0.843 -0.115 1.091 -0.024
C -1.507 0.561 -0.028 -0.048
O -1.864 1.887 0.329 -0.732
H 0.790 -1.927 -0.459 0.185
H 1.455 -2.144 1.191 0.195
H 2.496 -1.495 -0.106 0.193
H 1.001 1.684 -0.118 0.197
H 1.685 0.551 -1.324 0.208
H -0.586 -0.325 -1.863 0.200
H -0.975 -1.186 1.200 0.201
H -0.564 0.449 1.979 0.218
H -2.374 -0.045 -0.343 0.201
H -1.687 2.397 -0.476 0.480
```

The calculation puts the energy at -9437.2974 eV. Its total charge is 0. The energy relative to the best compared isomer or geometry (same formula, charge and spin) comes out at 554.37 kJ/mol. The HOMO-LUMO gap (spin up / spin down) comes out at 7.375 / 7.374 eV. Its multiplicity is 1.

---

(11)
DFT (ωB97M-V/def2-TZVPD) results for an isolated molecule of C5H10O2 in a non-equilibrium geometry.

Geometry as XYZ:
```
17
Properties=species:S:1:pos:R:3:nbo_charge:R:1
O -1.614 -2.349 0.126 -0.705
C -0.976 -1.430 0.984 -0.129
C -0.367 -0.293 0.201 0.228
C 0.251 0.919 0.959 -0.555
C 1.063 1.706 0.049 -0.343
C 0.345 0.308 -1.665 -0.266
O 0.505 -0.776 -0.767 -0.552
H -0.971 -2.553 -0.567 0.472
H -0.202 -1.932 1.593 0.164
H -1.732 -1.041 1.674 0.191
H -0.602 0.748 -0.969 0.242
H 0.911 0.453 1.709 0.250
H -0.540 1.463 1.481 0.223
H 2.079 1.375 -0.144 0.186
H 0.883 2.770 -0.077 0.193
H 1.279 0.659 -2.107 0.202
H -0.310 -0.026 -2.480 0.200
```

The calculation puts the energy at -9436.0167 eV. Its total charge is 0. The energy relative to the best compared isomer or geometry (same formula, charge and spin) comes out at 677.93 kJ/mol. The HOMO-LUMO gap (spin up / spin down) comes out at 8.017 / 7.866 eV. Its multiplicity is 1.

---

(12)
DFT (ωB97M-V/def2-TZVPD) results for a cluster of 2 separate species, C5H10O2 in total.

Geometry as XYZ:
```
17
Properties=species:S:1:pos:R:3:nbo_charge:R:1
C -1.564 1.513 0.458 -0.652
C -0.202 1.053 0.037 -0.146
C 0.477 0.058 0.608 -0.227
C 1.815 -0.421 0.139 -0.093
O 2.740 -0.270 1.201 -0.713
H -1.520 2.528 0.870 0.222
H -2.250 1.531 -0.397 0.231
H -1.991 0.850 1.216 0.217
H 0.250 1.573 -0.811 0.193
H 0.056 -0.466 1.467 0.202
H 2.120 0.149 -0.754 0.161
H 1.741 -1.483 -0.159 0.157
H 3.580 -0.651 0.920 0.468
C -1.309 -1.490 -1.198 0.281
O -2.454 -1.117 -1.192 -0.519
H -0.580 -1.167 -1.968 0.109
H -0.909 -2.193 -0.438 0.109
```

The calculation puts the energy at -9440.3663 eV. Its total charge is 0. The energy relative to the best compared isomer or geometry (same formula, charge and spin) comes out at 258.26 kJ/mol. The HOMO-LUMO gap comes out at 10.431 eV. Its multiplicity is 1.